Record 1
Molecular formula: C4H14N2O2
Method: DFT, wB97M-V/def2-TZVPD

Summary:
Spin multiplicity: 2
Orbital gap (alpha / beta) in Ha: 0.388 / 0.206
Total charge: +1

```
22
C4H14N2O2 wB97M-V/def2-TZVPD
O 1.04667 -2.83451 0.05412
O 1.54505 2.06706 1.83390
N -1.03954 0.57632 1.56198
N -0.36184 -0.64062 -1.62176
C 0.72146 1.95100 0.67650
C -1.39114 -1.33662 -2.34560
C -0.67953 0.49250 -0.83478
C 0.01177 0.59940 0.55639
H 1.34321 -3.19876 0.89794
H -1.35902 -0.95924 -3.38072
H 1.38048 2.30612 -0.11997
H 1.71042 1.22489 2.26268
H -2.40124 -1.08748 -2.02808
H -1.69490 1.33496 1.54244
H -1.17601 -2.39787 -2.40672
H 0.59008 -0.27422 0.77440
H -0.45926 1.38347 -1.45490
H -0.07655 2.68267 0.80876
H 1.49362 -3.42682 -0.56376
H -1.73493 0.63620 -0.59279
H -0.91946 -0.06136 2.32314
H 0.32125 -1.24454 -1.14800
```

Record 2
Molecular formula: C37H31FIrN5O3
Method: DFT, wB97M-V/def2-TZVPD

Summary:
Spin multiplicity: 2
Orbital gap (alpha / beta) in Ha: 0.189 / 0.152
Total charge: +1

```
78
C37H31FIrN5O3 wB97M-V/def2-TZVPD
Ir 0.05096 0.72349 -0.38037
F -2.79637 -4.33288 -2.99425
O -0.41019 -3.41733 1.75302
O 0.24600 -1.54853 0.13194
O 0.65216 -2.04178 -2.00598
N 2.79722 0.35258 -1.11334
N 0.16298 0.72294 1.68706
N 0.82832 0.64929 -2.35417
N 0.19735 3.13020 -0.33133
N 2.04470 0.50197 -0.11172
C 2.47712 0.40499 1.18144
C 0.27061 5.92805 -0.22886
C 2.17189 0.38400 -2.31575
C 4.09987 0.08655 2.91125
C -1.92433 1.50797 2.61620
C 0.46114 -2.38006 -0.84599
C -2.97749 1.35445 3.49539
C -2.66511 -0.75665 -2.61136
C 0.89234 0.49718 -4.73040
C 0.45153 -6.55337 0.15707
C 0.23043 0.70857 -3.53805
C -0.00998 -5.64420 1.08716
C -2.18682 0.65446 -0.60834
C -3.07396 0.21649 4.28693
C -2.73767 -3.03463 -1.03873
C 1.43324 0.50867 2.15421
C 0.43805 -3.84075 -0.46801
C 0.34336 7.41965 -0.16586
C -2.61341 -1.79631 -0.44474
C -2.49893 -0.62836 -1.22067
C -2.09849 -0.76789 4.20181
C 0.00372 -4.27558 0.80437
C -2.76047 -3.12118 -2.42078
C 3.79629 0.18675 1.56635
C 3.09867 0.21663 3.87648
C 0.06158 3.86297 -1.43513
C 0.37182 3.77285 0.82536
C 1.78521 0.43048 3.51310
C 0.08886 5.24441 -1.42769
C 2.89663 0.13789 -3.48660
C -1.02136 -0.61033 3.35198
C 2.24875 0.18512 -4.69780
C -2.77923 -1.98989 -3.21779
C 0.88217 -6.12573 -1.09463
C 0.40645 5.14782 0.91992
C 0.84797 -4.77952 -1.40692
C -0.92144 0.53302 2.54576
H 3.34767 0.13722 4.92498
H -2.52121 0.74748 0.41993
H -0.27875 -2.51724 1.36761
H -2.41934 1.52404 -1.22276
H 0.49324 3.15435 1.70406
H -1.83219 2.40430 2.01654
H 3.94301 -0.10775 -3.38464
H -3.72608 2.13005 3.57509
H 1.14825 -4.42462 -2.38255
H 4.55610 0.08081 0.80594
H -0.25339 -1.36925 3.28760
H -0.82649 0.92810 -3.52947
H -0.06773 3.31714 -2.36033
H 0.47157 -7.60693 0.40026
H 1.02424 0.55058 4.26952
H -0.44937 7.81084 0.47234
H 5.11884 -0.09868 3.21925
H -3.90696 0.08884 4.96314
H -0.38542 -5.96399 2.04918
H 1.29240 7.72916 0.27278
H 0.54682 5.60887 1.88753
H 1.23849 -6.84357 -1.81976
H -2.87092 -2.09382 -4.28991
H -0.02749 5.78174 -2.35780
H 0.24813 7.86418 -1.15357
H -2.57624 -1.71745 0.63427
H 2.78092 -0.03021 -5.61308
H -2.72450 0.14534 -3.20773
H -2.79588 -3.94377 -0.45697
H 0.35632 0.55360 -5.66547
H -2.16623 -1.66388 4.80248
```

Record 3
Molecular formula: C28H45F9OP2V
Method: DFT, wB97M-V/def2-TZVPD

Summary:
Spin multiplicity: 3
Orbital gap (alpha / beta) in Ha: 0.273 / 0.132
Total charge: +1

```
86
C28H45F9OP2V wB97M-V/def2-TZVPD
V 1.60825 -0.97827 -1.63947
P 1.21303 2.58941 0.23248
P -3.18826 0.08335 -0.69027
F -2.08527 -1.43582 4.60086
F -4.22371 -0.61058 3.30594
F -2.10877 0.12550 6.15251
F -4.58437 1.54362 3.12124
F -2.78085 2.63001 5.47922
F -0.36612 -0.10913 4.84450
F -4.44524 0.61229 5.10717
F -0.77936 2.54471 4.58400
F -2.48277 3.23482 3.38996
O -1.84828 0.70117 2.59022
C 1.62930 -0.48398 2.33742
C 0.30261 0.16209 -2.46447
C 1.38323 -1.20460 1.06121
C -1.72812 -0.14817 4.87273
C -3.36981 1.80043 -0.08630
C 2.50427 1.36194 -3.00805
C 3.89704 -1.55404 0.51677
C -2.10427 2.32986 4.33493
C -3.91567 0.60449 3.85419
C 2.93111 2.67948 0.89922
C 0.16303 -1.82867 0.69491
C -4.58966 -0.69241 0.19053
C 2.44507 -1.75559 0.25399
C 0.41605 -2.70325 -0.40779
C 3.19559 -1.06983 -2.69722
C -3.88542 0.22165 -2.37957
C -1.07022 -1.83373 1.51044
C 2.70152 -1.36661 -4.07484
C 1.84768 -2.79396 -0.59983
C 0.32148 -1.18609 -3.05498
C 1.14113 -1.49514 -4.26089
C 2.54464 -3.79464 -1.44697
C 1.04661 4.15423 -0.70535
C 0.95927 1.28794 -3.24643
C -0.57621 -3.62325 -1.02930
C 0.17473 2.79031 1.71757
C 3.01329 0.27030 -2.09703
C -2.35056 0.84744 3.80925
H -4.81742 0.79684 -2.36940
H 0.76570 1.22123 -4.33270
H 2.15379 -1.15859 3.03282
H -1.57520 -3.17718 -1.00943
H 4.21822 -0.52581 0.30972
H -0.01059 4.30088 -0.97916
H 2.05808 -3.86555 -2.43015
H 4.10134 -1.61291 -2.40350
H 4.50006 -2.22580 -0.11195
H 3.14539 -2.31547 -4.41908
H -0.85102 2.50456 1.44169
H 4.12101 -1.74763 1.57513
H 2.50232 -4.79338 -0.99077
H -4.45752 -0.57334 1.26756
H 0.84155 -0.86578 -5.12235
H -1.32515 -0.82187 1.92126
H 2.75808 2.34154 -2.57620
H -3.25408 1.81072 1.00620
H -0.62117 -4.59156 -0.50798
H -3.14590 0.71329 -3.02382
H 1.40986 5.02197 -0.14328
H -4.58248 -1.76010 -0.04763
H 0.17701 3.80324 2.14274
H -0.61411 -1.75499 -2.99959
H -4.34534 2.19630 -0.38379
H -5.52482 -0.23997 -0.13368
H 3.33084 3.70294 0.86919
H 2.99670 2.29429 1.92960
H 0.49373 2.06609 2.48332
H 0.50766 2.24420 -2.94402
H 1.62634 4.04357 -1.63655
H -0.95108 -2.51086 2.37507
H 3.59583 -3.52844 -1.59203
H 3.07321 -0.62165 -4.79711
H 3.54694 2.03395 0.25063
H -0.55902 0.45023 -1.86118
H -4.06441 -0.79125 -2.76499
H -2.57337 2.40944 -0.53374
H 3.01305 1.34796 -3.98629
H 0.92977 -2.52089 -4.61331
H 2.27113 0.39959 2.20048
H -0.31682 -3.82150 -2.07755
H 0.69935 -0.17402 2.81728
H -1.92800 -2.20667 0.93481
H 3.72461 0.59506 -1.33873
```

Record 4
Molecular formula: C30H26BrN10O5S5Ta
Method: DFT, wB97M-V/def2-TZVPD

Summary:
Spin multiplicity: 1
Orbital gap in Ha: 0.223
Total charge: +2

```
78
C30H26BrN10O5S5Ta wB97M-V/def2-TZVPD
Ta 0.32207 0.47266 -0.93135
Br -4.10645 -3.19369 -2.43959
S -2.29173 1.46193 -5.01356
S -0.28073 2.77703 -1.45429
S -2.50850 3.82069 -3.19957
S -0.03232 0.31793 -3.38653
S -0.03728 -2.31956 -1.75688
O 2.07247 5.98678 4.41750
O 3.86902 5.03775 3.68526
O -4.00617 3.44070 -5.33854
O -1.66893 0.18228 -0.94377
O -2.60328 -1.63773 -0.06947
N -1.41062 -4.02608 -0.30621
N 2.23524 -0.12963 -1.85471
N 0.86504 -4.01236 0.15829
N -0.41867 1.19607 1.23613
N 1.84463 2.01314 0.04578
N 1.38202 -0.67236 0.62185
N 2.78534 -2.17305 1.70964
N 3.56793 -1.79829 -2.75807
N 2.94472 -1.95148 -0.56968
N 2.66384 5.13762 3.79796
C 2.30664 3.59335 1.82204
C -4.21484 0.94067 -1.80192
C 1.84518 4.14293 3.06955
C 2.92468 2.44712 -0.58394
C -1.65224 -5.04457 0.52443
C 0.69084 3.77275 3.64880
C 3.45291 4.02463 1.12688
C -1.35643 2.57836 -2.79188
C -5.65707 -0.98356 -3.16637
C 0.29769 2.16683 1.85327
C -0.17162 -3.51394 -0.53552
C 2.04053 -2.02552 2.95409
C -2.01071 1.30083 3.02262
C 2.88177 -1.25900 -1.74832
C 2.33562 -1.56825 0.60946
C -6.04361 0.34644 -3.22566
C -5.32692 1.31194 -2.53492
C 3.74994 3.44917 -0.07893
C 3.94261 -3.06596 1.68211
C -1.52676 0.76673 1.82401
C 1.51819 2.59608 1.22772
C -2.64125 -0.70875 -0.85324
C 0.64209 -5.02146 0.99127
C -1.31400 2.30765 3.63398
C -0.60457 -5.60422 1.20579
C -4.55952 -1.34771 -2.40427
C -3.11012 3.01570 -4.68284
C -3.81344 -0.39288 -1.71826
C -1.25100 1.51689 -3.62204
C -0.11494 2.75441 3.05104
H -2.92969 0.91278 3.43761
H -2.19220 -3.55729 -0.77507
H 3.42843 -1.46937 -3.69923
H 1.12826 -0.41816 1.56583
H -0.74228 -6.43649 1.87744
H -2.68209 -5.36331 0.61177
H 2.38887 -2.77053 3.66242
H 3.08046 -2.95107 -0.64977
H 1.50850 -5.40060 1.52354
H 2.19283 -1.03914 3.40002
H -6.20601 -1.73839 -3.71144
H 2.38108 0.28914 -2.76631
H 0.97423 -2.18914 2.78130
H -5.62681 2.35045 -2.57584
H -6.90581 0.62316 -3.81705
H 4.32176 -3.17070 2.69387
H 3.67566 -4.05757 1.30611
H 0.38008 4.23874 4.57428
H -2.05297 -0.04128 1.33804
H 4.08072 4.80006 1.53703
H -1.66370 2.75607 4.55528
H 4.73550 -2.64561 1.06773
H 3.14909 1.99749 -1.53748
H 4.16293 -2.59900 -2.62998
H -3.64379 1.68776 -1.26761
H 4.60972 3.76502 -0.65169
```

Record 5
Molecular formula: H26NeO13
Method: DFT, wB97M-V/def2-TZVPD

Summary:
Spin multiplicity: 1
Orbital gap in Ha: 0.344

```
40
H26NeO13 wB97M-V/def2-TZVPD
Ne 0.00406 0.37753 -0.42989
O -0.29154 -4.04745 0.50161
O -2.54745 -0.29038 1.51490
O -1.71252 2.43443 0.90946
O -1.31391 3.84876 -1.45732
O -2.39866 -2.54995 -0.51832
O 3.30243 -1.82869 -1.38776
O 0.70768 1.79630 1.97840
O 3.91492 0.41930 0.23610
O -0.44107 -0.00753 -4.71800
O 2.35556 2.88876 0.02495
O 1.66357 -1.58514 0.94440
O -0.08151 -0.74680 3.07184
O -2.02302 -1.96949 -3.25158
H -1.45369 3.30374 -0.68295
H -2.25439 2.61340 1.67796
H 1.95278 -0.74016 0.60003
H 2.46852 -2.11018 -1.01147
H 1.65154 2.72278 0.65188
H -0.95146 -0.64104 2.68684
H -0.14657 -1.54490 3.59628
H 0.85121 0.91270 2.31734
H -1.02802 -0.34264 -4.04019
H -0.96110 -3.45949 0.15199
H -0.81739 2.40917 1.24758
H 0.45545 -3.47796 0.68579
H -2.36374 -1.73864 -0.01160
H -3.15274 -0.19672 2.25049
H 0.98961 2.37409 2.68756
H 3.53410 -1.04107 -0.89562
H -2.24190 -2.21990 -2.35402
H 1.97114 3.48854 -0.61436
H -3.32584 -2.78764 -0.52720
H 3.54601 1.30126 0.18829
H -1.81331 4.64647 -1.28266
H 1.08932 -1.36191 1.67696
H -0.02788 0.75881 -4.32022
H -2.29224 0.60642 1.29843
H 4.86219 0.55590 0.25150
H -1.68010 -2.77070 -3.64742
```

Record 6
Molecular formula: C21H33BaBr2NO5PS3
Method: DFT, wB97M-V/def2-TZVPD

Summary:
Spin multiplicity: 2
Orbital gap (alpha / beta) in Ha: 0.236 / 0.212
Total charge: -2

```
67
C21H33BaBr2NO5PS3 wB97M-V/def2-TZVPD
Ba -1.51264 -0.30339 -1.29277
Br -2.32376 -2.87432 -2.71302
Br -2.21101 -2.95192 1.54192
S -3.14725 2.07691 -2.20549
S 0.04524 2.32451 -0.98961
S 3.62276 2.91955 7.28082
P -1.29482 2.69077 -2.37413
O -0.79554 1.98207 -3.76796
O 3.09530 4.25480 7.53311
O -1.20888 4.26576 -2.71730
O 3.43595 1.98336 8.38176
O 4.97396 2.90858 6.73179
N 0.35504 0.73080 2.73736
C 1.71372 -1.66427 -3.54286
C 1.54620 -3.06675 1.44928
C 1.43763 -2.65265 -1.13925
C 2.51312 -1.11197 0.10776
C -2.10859 4.79103 -3.70606
C 3.24335 0.54373 -1.77816
C 1.89120 -1.62128 -2.05466
C 1.81664 -2.28724 0.19841
C 3.21947 -0.37905 1.19448
C 0.96811 2.57362 4.20551
C -2.60754 -0.99430 1.13799
C 0.82783 -3.94649 -1.53225
C 1.98371 0.42982 4.52418
C 1.71098 3.08076 5.26489
C 2.72221 0.93678 5.58116
C 2.55431 -0.69427 -1.31512
C 0.55703 2.33904 -5.70487
C -1.46352 6.01862 -4.30913
C 0.54867 2.26773 -4.19417
C 2.60137 2.27067 5.95223
C 1.10650 1.24667 3.81117
H -2.24986 -0.52394 2.06226
H 4.30274 -0.41405 1.03993
H 0.71880 -2.03005 -3.80946
H 0.27642 3.21415 3.66773
H -2.15164 6.49605 -5.00934
H 0.33489 -3.88758 -2.49929
H 1.56572 2.54938 -6.06632
H -0.55114 5.74990 -4.84310
H 2.46970 -3.27025 1.99705
H 1.83585 -0.67615 -3.98509
H 0.86196 -2.54098 2.11705
H 1.19976 1.47113 -3.83353
H -1.20816 6.73299 -3.52654
H 1.61138 -4.71440 -1.57867
H -3.05468 5.03460 -3.22080
H -2.30909 4.03539 -4.46840
H 0.08037 -4.26526 -0.80467
H 1.06966 -4.01899 1.22039
H 0.89624 3.20248 -3.75126
H 4.27596 0.56877 -1.41815
H 0.22260 1.39291 -6.13113
H -3.69935 -0.96750 1.25833
H -0.10992 3.12957 -6.05209
H 0.81990 -0.02807 2.26112
H 2.93621 0.67631 1.22474
H 2.07446 -0.61656 4.24925
H 1.61325 4.11369 5.57095
H 0.07707 1.43126 2.06344
H 3.01358 -0.80633 2.17363
H 3.26108 0.61111 -2.86545
H 2.44349 -2.32766 -4.01712
H 2.74361 1.43529 -1.39115
H 3.40304 0.30011 6.13174
```

Record 7
Molecular formula: H3O4P
Method: DFT, wB97M-V/def2-TZVPD

Summary:
Spin multiplicity: 1
Orbital gap (alpha / beta) in Ha: 0.376 / 0.225

```
8
H3O4P wB97M-V/def2-TZVPD
P 0.77072 -0.87458 0.76819
O 0.74239 -0.93298 -0.84066
O -2.28274 1.10204 0.82756
O 1.51272 0.06814 -1.48187
O -0.91032 0.90021 0.72191
H -0.14365 -1.94177 0.73693
H -0.54128 1.37402 1.49015
H 0.84770 0.63593 -1.89948
```

Record 8
Molecular formula: C8H13Cl2InN3O3Yb
Method: DFT, wB97M-V/def2-TZVPD

Summary:
Spin multiplicity: 2
Orbital gap (alpha / beta) in Ha: 0.107 / 0.096
Total charge: +4

```
31
C8H13Cl2InN3O3Yb wB97M-V/def2-TZVPD
Yb 0.26802 -0.89588 -6.53689
In -0.29076 -0.50259 -1.19709
Cl -0.95637 1.12449 -6.27853
Cl 1.50368 -1.43743 -2.41469
O -0.49221 0.15788 -9.96946
O 0.20491 -2.43412 -9.88936
O -0.77122 -3.43368 0.57079
N 0.62746 0.60076 0.47055
N 1.18615 0.70482 2.69572
N -1.05323 0.19937 2.14287
C 2.59188 0.93489 2.30084
C 0.79526 1.24189 4.03062
C -0.35138 0.05254 -8.82554
C -0.92746 -2.51532 -0.12432
C -1.33785 -0.63300 3.32826
C -2.24922 0.72412 1.47668
C 0.22733 0.50122 1.73199
C 0.35754 -2.30627 -8.74347
H -0.40640 -1.01761 3.74167
H 0.70041 0.42835 4.78729
H -1.87031 -0.02247 4.05374
H -2.00379 -1.47502 3.12297
H -3.06564 0.58729 2.23020
H -0.19633 1.77117 4.05301
H 2.80470 1.86900 1.74199
H -2.49842 0.15611 0.54139
H 3.18449 0.84698 3.23053
H -2.13137 1.81377 1.27241
H 1.59882 0.92061 0.41743
H 1.61037 1.90907 4.39051
H 2.94092 0.12903 1.64789
```

Calculated E_tot in order - -11441.066 -58015.737 -100524.315 -182431.774 -30549.615 -216620.600 -17518.891 -80820.747 eV
Calculated energy relative to the best compared isomer or geometry (same formula, charge and spin) in order - 53.7 0.0 23.2 18.9 14.1 33.2 159.4 36.7 kcal/mol